Computed, not measured: C23H42N3OP2Tm as an isolated structure in a non-equilibrium geometry, with wB97M-V/def2-TZVPD.

Geometry as XYZ:
```
72
Properties=species:S:1:pos:R:3
Tm -0.13 -0.29 0.19
P 2.66 1.29 -1.34
P -2.78 -0.22 -0.27
N -0.58 1.78 0.45
C 1.25 2.47 -1.24
H 1.63 3.44 -1.59
H 0.52 2.13 -1.99
C 0.49 2.74 0.10
H 1.21 2.79 0.94
H 0.07 3.75 0.02
C -1.89 2.39 0.63
H -2.04 3.20 -0.11
H -1.93 2.90 1.61
C -3.10 1.42 0.53
H -3.90 1.91 -0.05
H -3.50 1.24 1.54
C -4.07 -1.40 0.32
C -3.91 -1.64 1.83
H -3.89 -0.71 2.41
H -2.98 -2.19 2.05
H -4.75 -2.25 2.20
C -3.05 0.07 -2.08
C -2.27 -0.93 -2.94
H -2.45 -0.70 -4.00
H -2.59 -1.97 -2.76
H -1.18 -0.89 -2.78
C 4.16 1.99 -2.08
C 5.32 0.98 -2.05
H 6.11 1.35 -2.72
H 5.02 -0.01 -2.43
H 5.75 0.85 -1.05
C 2.99 0.71 0.39
C 3.54 -0.72 0.43
H 3.52 -1.06 1.47
H 4.58 -0.76 0.08
H 2.94 -1.43 -0.16
C 2.21 -0.19 -2.35
C -4.54 0.13 -2.41
H -5.08 0.83 -1.77
H -4.66 0.46 -3.45
H -5.01 -0.86 -2.32
C 4.56 3.37 -1.53
H 5.36 3.78 -2.16
H 3.72 4.08 -1.56
H 4.93 3.32 -0.50
C 3.88 1.68 1.17
H 3.85 1.38 2.23
H 4.93 1.63 0.85
H 3.54 2.72 1.13
C -4.02 -2.73 -0.44
H -3.01 -3.17 -0.42
H -4.70 -3.45 0.04
H -4.32 -2.64 -1.49
H -5.03 -0.90 0.13
H 1.99 0.73 0.90
H -2.62 1.07 -2.25
H 3.87 2.14 -3.13
O 1.12 -0.74 -1.62
H 2.05 -0.01 -3.43
H 3.09 -0.76 -2.79
N -1.29 -5.24 5.86
C -1.03 -4.43 5.05
C -0.73 -3.42 4.05
C -0.79 -2.06 4.38
C -0.53 -1.12 3.40
N -0.23 -1.48 2.12
C -0.15 -2.81 1.80
C -0.39 -3.80 2.75
H -1.04 -1.74 5.39
H -0.55 -0.05 3.61
H 0.13 -3.06 0.77
H -0.34 -4.85 2.47
```

- Charge: +2
- HOMO-LUMO gap (alpha / beta): 7.406 / 7.434 eV
- Spin multiplicity: 3
- Energy above the lowest of the compared OMol25 structures with the same formula, charge and spin: 17.13 kJ/mol
- Calculated total energy: -2908.4966 hartree
- Largest force on an atom: 2.9 eV/A

Here are the Mulliken charges for atoms 1 to 4, given in e:
1. Tm 0.143
2. P 1.080
3. P 0.647
4. N 0.301